[1]
The following is a quantum chemistry calculation of C28H32N2O3SSeV as an isolated structure, from OMol25.

As for the spin multiplicity: 4. The calculation puts the HOMO energy (spin up / spin down) at -0.493 / -0.512 Eh. The energy relative to the best compared isomer or geometry (same formula, charge and spin) comes out at 0.0 kJ/mol. The HOMO-LUMO gap (spin up / spin down) comes out at 7.76 / 8.11 eV. The total charge is +2. The LUMO energy (spin up / spin down) comes out at -5.66 / -5.81 eV.

Atoms and positions in Å:
V (-0.80847, 0.39491, -1.59455)
C (-2.87867, 3.36145, -0.35649)
C (-2.08885, 3.32504, -1.61962)
C (-2.01820, 4.55471, -2.45348)
O (-1.49990, 2.30288, -1.97767)
H (-3.89620, 3.69621, -0.56654)
H (-2.43875, 4.10554, 0.31272)
H (-2.90128, 2.38866, 0.13009)
H (-1.71438, 5.40116, -1.83468)
H (-3.01898, 4.78681, -2.82710)
H (-1.33535, 4.42522, -3.28778)
O (0.56147, 1.18972, -0.33354)
S (0.22895, 1.81596, 1.03347)
C (1.53071, 1.28184, 2.10049)
C (2.86452, 1.52067, 1.78409)
C (3.84099, 1.05152, 2.64329)
C (3.48057, 0.36807, 3.80347)
C (2.14713, 0.13942, 4.10739)
C (1.15611, 0.59408, 3.24603)
C (0.59344, 3.54380, 0.82246)
C (0.24443, 4.39928, 1.86041)
C (0.49328, 5.75470, 1.71857)
C (1.07192, 6.23690, 0.54960)
C (1.40504, 5.36872, -0.48070)
C (1.16533, 4.00633, -0.35177)
H (3.12847, 2.06891, 0.88827)
H (4.88477, 1.22873, 2.42250)
H (4.25188, 0.01949, 4.47741)
H (1.87631, -0.38530, 5.01334)
H (0.10888, 0.42407, 3.46502)
H (-0.20728, 4.01621, 2.76853)
H (0.23589, 6.43486, 2.51886)
H (1.26523, 7.29590, 0.44442)
H (1.86020, 5.74930, -1.38531)
H (1.41873, 3.31507, -1.14404)
C (0.34666, -3.40963, -3.39414)
C (0.48141, -2.48113, -2.23211)
O (-0.07322, -1.37235, -2.29666)
C (1.24214, -2.88325, -1.04302)
C (1.65318, -1.91962, -0.11729)
C (2.37431, -2.29595, 1.00201)
C (2.67315, -3.63678, 1.21528)
C (2.26492, -4.60275, 0.30257)
C (1.56500, -4.22796, -0.83122)
H (-0.11978, -2.89418, -4.22885)
H (-0.27422, -4.26134, -3.10394)
H (1.31717, -3.80566, -3.69190)
H (1.43661, -0.87465, -0.28626)
H (2.70918, -1.54378, 1.70534)
H (3.23790, -3.93180, 2.09012)
H (2.51015, -5.64306, 0.46704)
H (1.26769, -4.98379, -1.54582)
C (-1.32381, -3.24727, 1.60134)
N (-1.96560, -3.43771, 0.30505)
C (-2.13011, -4.66229, -0.30601)
C (-2.75166, -4.43817, -1.48326)
N (-2.95427, -3.07717, -1.57856)
C (-3.62881, -2.40529, -2.68301)
C (-2.46845, -2.47161, -0.48110)
Se (-2.58894, -0.63907, -0.07971)
H (-1.58964, -4.08162, 2.24506)
H (-1.68379, -2.32060, 2.03767)
H (-0.24309, -3.20048, 1.47662)
H (-1.81304, -5.57824, 0.16018)
H (-3.08826, -5.11926, -2.24479)
H (-4.05911, -3.16316, -3.33118)
H (-2.91613, -1.80827, -3.25026)
H (-4.41547, -1.76294, -2.29632)


[2]
The following is a quantum chemistry calculation of one molecule with the formula C28H32N2O5, from OMol25.

The calculation puts the HOMO energy at -0.296 Eh. Its SMILES is CCO[C@@H]1OC(C(=O)NCc2ccccc2)=C[C@H](c2cn(C(C)=O)c3ccccc23)[C@H]1CCCO. The energy relative to the best compared isomer or geometry (same formula, charge and spin) comes out at 14.8 kJ/mol. The HOMO-LUMO gap comes out at 8.61 eV. The LUMO energy comes out at 0.54 eV.

Atoms and positions in Å:
C (-2.13433, -2.30109, 0.92081)
C (-1.13732, -2.72112, -0.15499)
H (-0.42761, -3.45275, 0.25791)
O (-0.42339, -1.64470, -0.73392)
C (0.59622, -1.08959, 0.03682)
C (1.53652, -0.30789, -0.89503)
C (2.77418, 0.15873, -0.11307)
C (4.02266, -0.68101, -0.39414)
H (4.26788, -0.63822, -1.45670)
C (3.87318, -2.15288, 0.00080)
O (3.45813, -2.33192, 1.33487)
H (4.09466, -1.89965, 1.91552)
H (4.82737, -2.67145, -0.17481)
H (3.10818, -2.63760, -0.60920)
H (4.86151, -0.24921, 0.15979)
H (3.00011, 1.19688, -0.36419)
H (2.55398, 0.12664, 0.95636)
H (1.83192, -0.98893, -1.69624)
C (0.75664, 0.86686, -1.52270)
C (-0.08759, 0.39942, -2.67084)
C (-1.43612, 0.30189, -2.71965)
N (-1.85278, -0.20773, -3.94172)
C (-3.15080, -0.47457, -4.32973)
O (-3.41395, -0.92627, -5.41945)
C (-4.20647, -0.16608, -3.29589)
H (-4.19514, 0.89154, -3.04166)
H (-4.03460, -0.74961, -2.39412)
H (-5.17750, -0.42351, -3.71047)
C (-0.70995, -0.43752, -4.70652)
C (-0.57137, -0.93156, -5.99306)
C (0.71003, -1.04424, -6.50091)
C (1.82482, -0.67221, -5.75381)
C (1.68998, -0.17983, -4.47163)
C (0.41157, -0.06377, -3.93726)
H (2.55631, 0.11485, -3.89774)
H (2.80883, -0.77054, -6.18869)
H (0.84874, -1.42638, -7.50113)
H (-1.43226, -1.21557, -6.57454)
H (-2.13722, 0.56059, -1.95329)
C (-0.08327, 1.53270, -0.48234)
C (-0.36179, 0.96458, 0.68987)
O (0.09624, -0.27116, 1.07868)
C (-1.20734, 1.66230, 1.70236)
O (-1.74165, 2.73271, 1.47559)
N (-1.34067, 0.98643, 2.86203)
H (-0.79144, 0.14947, 2.98363)
C (-2.04486, 1.52194, 4.00562)
C (-1.08848, 1.92536, 5.09831)
C (-0.15275, 2.92365, 4.85253)
C (0.74872, 3.29411, 5.83305)
C (0.72380, 2.67128, 7.07047)
C (-0.20455, 1.67622, 7.32151)
C (-1.10429, 1.30211, 6.33763)
H (-1.82799, 0.52430, 6.53766)
H (-0.22792, 1.18812, 8.28488)
H (1.42588, 2.96247, 7.83779)
H (1.47021, 4.07306, 5.63457)
H (-0.14218, 3.40943, 3.88765)
H (-2.59293, 2.39598, 3.64006)
H (-2.75734, 0.77730, 4.37498)
H (-0.50463, 2.50177, -0.69408)
H (1.48033, 1.58946, -1.92132)
H (1.14831, -1.87804, 0.57343)
H (-1.66377, -3.17612, -0.99857)
H (-2.75422, -3.15164, 1.19257)
H (-2.77108, -1.50179, 0.54887)
H (-1.61536, -1.94601, 1.80678)


[3]
The following is a quantum chemistry calculation of C28H32N4O7Ru as an isolated structure, from OMol25.

As for the spin multiplicity: 6. The calculation puts the HOMO energy (spin up / spin down) at -0.369 / -0.369 Eh. The HOMO-LUMO gap (spin up / spin down) comes out at 7.91 / 5.81 eV. The total charge is +1. The LUMO energy (spin up / spin down) comes out at -2.13 / -4.24 eV.

Atoms and positions in Å:
Ru (-0.66263, -0.02539, 0.52396)
C (-3.89713, 2.24632, 3.33213)
N (-3.73226, 0.79386, 3.38563)
C (-4.89500, 0.02805, 3.83309)
C (-2.64761, 0.23228, 2.86496)
O (-1.71659, 0.88819, 2.37093)
C (-2.54464, -1.28806, 2.93304)
O (-1.43083, -1.76690, 2.20646)
C (-0.32146, -2.29743, 2.91349)
C (0.87431, -1.36227, 2.81797)
O (0.73955, -0.25430, 2.27143)
N (2.02282, -1.76419, 3.33455)
C (2.24722, -3.09825, 3.87945)
C (3.21693, -0.93474, 3.17768)
H (-4.29603, 2.59032, 4.28434)
H (-2.93788, 2.71706, 3.15129)
H (-4.58989, 2.52289, 2.53513)
H (-5.37454, 0.56639, 4.64718)
H (-5.61878, -0.09027, 3.02436)
H (-4.61493, -0.95320, 4.20479)
H (-2.48876, -1.59642, 3.97832)
H (-3.43174, -1.73365, 2.48636)
H (-0.57220, -2.47994, 3.95900)
H (-0.06945, -3.24549, 2.44088)
H (1.32313, -3.57061, 4.19825)
H (2.73286, -3.73337, 3.13644)
H (2.89887, -3.01875, 4.74730)
H (2.93188, 0.05921, 2.85791)
H (3.73812, -0.88063, 4.13185)
H (3.87256, -1.37501, 2.42620)
C (-2.18483, 2.72465, -0.43670)
N (-2.11357, 1.25810, -0.51040)
C (-2.61730, 0.63846, -1.53838)
C (-2.49551, -0.75724, -1.63735)
C (-2.95128, -1.67806, -2.58004)
C (-2.53544, -2.93466, -2.13845)
C (-1.84196, -2.73204, -0.94471)
N (-1.82730, -1.42386, -0.62628)
C (-1.34179, 3.40463, -1.49141)
C (0.03060, 3.16890, -1.56150)
C (0.79892, 3.77588, -2.54112)
C (0.20381, 4.63724, -3.45676)
C (-1.15935, 4.87992, -3.39120)
C (-1.93043, 4.25938, -2.41398)
H (-1.85420, 3.01517, 0.55913)
H (-3.22425, 3.04245, -0.54376)
H (-3.13052, 1.18996, -2.32509)
H (-3.50878, -1.44842, -3.47633)
H (-2.71369, -3.88721, -2.61116)
H (-1.37172, -3.47207, -0.31326)
H (0.50857, 2.50226, -0.85203)
H (1.86250, 3.57759, -2.59105)
H (0.80514, 5.12107, -4.21562)
H (-1.62726, 5.54998, -4.10115)
H (-2.99829, 4.44770, -2.37025)
O (1.96378, -1.84307, 0.18127)
C (1.91084, -0.93524, -0.63336)
O (1.02528, 0.04835, -0.53186)
C (2.82953, -0.84053, -1.79481)
C (2.51192, -0.05147, -2.88814)
C (3.38044, 0.05276, -3.98049)
C (4.55556, -0.64933, -3.90338)
O (5.56152, -0.69942, -4.81897)
C (6.55756, -1.58130, -4.28172)
O (6.09766, -2.01684, -2.99855)
C (4.87260, -1.43642, -2.81202)
C (4.03491, -1.56158, -1.74217)
H (1.57408, 0.48789, -2.89471)
H (3.14289, 0.66003, -4.84425)
H (7.49715, -1.04395, -4.17200)
H (6.67679, -2.43973, -4.94011)
H (4.26950, -2.18565, -0.89020)